C2H2N2O4 | ωB97M-V with the def2-TZVPD basis set

Structure (XYZ):
```
10
Properties=species:S:1:pos:R:3:forces:R:3
C 1.207545 -0.036197 -0.746118 0.84 1.63 2.21
C -0.051076 0.301692 -0.037807 -0.12 -0.47 -1.18
N -0.164644 1.511630 0.698301 1.40 1.29 -0.25
N -1.047729 -0.874990 0.366463 1.13 1.06 -0.83
O -0.411014 -1.813414 0.814098 -1.21 0.13 -0.03
O -0.953641 1.595706 1.567414 -0.93 -0.54 0.80
O -2.244250 -0.712606 0.252906 1.21 -0.38 0.18
O 0.248458 0.670370 -1.399139 -2.27 0.22 -0.17
H 2.195245 0.376629 -0.556980 -0.32 0.55 0.19
H 1.221105 -1.018816 -0.959139 0.26 -3.48 -0.91
```
Positions in Å, forces in eV/Å.

Energy relative to the best compared isomer or geometry (same formula, charge and spin) ... 6.314 eV
Energy ... -487.62170 a.u.
Structure (SMILES) ... O=N[C@]1([N+](=O)[O-])CO1
HOMO-LUMO gap ... 9.1 eV

C2H2N2O4 | ωB97M-V with the def2-TZVPD basis set

Structure (XYZ):
```
10
Properties=species:S:1:pos:R:3:forces:R:3
C -0.818510 0.133660 -0.562214 -0.22 -2.06 4.75
C 0.829836 1.908312 0.070619 1.11 0.60 -0.38
N 1.731583 2.059081 -0.675381 -1.10 -0.49 2.24
N -0.009156 2.569059 1.022510 0.15 -0.27 0.53
O -0.852017 3.248579 0.517630 -1.08 1.03 -0.77
O -0.142364 -0.668482 0.089286 -0.78 1.12 -1.82
O 2.722787 1.949243 -1.286754 0.64 0.19 -1.13
O 0.118452 2.382253 2.209317 0.70 -0.42 -0.38
H -1.545689 0.718973 0.080132 0.39 0.07 -1.17
H -0.878721 0.149602 -1.607210 0.18 0.22 -1.88
```
Positions in Å, forces in eV/Å.

Energy relative to the best compared isomer or geometry (same formula, charge and spin) ... 7.104 eV
Energy ... -487.59267 a.u.
Structure (SMILES) ... O=[N+]([O-])C#[N+][O-].C=O
HOMO-LUMO gap ... 9.1 eV

C2H2N2O4 | ωB97M-V with the def2-TZVPD basis set

Structure (XYZ):
```
10
Properties=species:S:1:pos:R:3:forces:R:3
C -0.203048 -1.443320 0.239568 -2.03 2.60 -0.39
C -0.001949 0.597172 0.358585 -0.66 -3.03 -0.98
N 1.396213 0.301192 0.430095 -0.81 1.77 -0.50
N -0.483572 0.992075 -1.012703 1.24 -0.46 1.86
O -1.271751 1.895173 -1.071315 -0.96 0.80 0.11
O -0.341037 -1.894465 -0.814084 0.40 -0.58 -0.54
O 1.897783 0.007470 1.497190 0.56 -0.27 0.80
O -0.068945 0.335973 -1.915273 0.63 -0.34 -1.42
H -0.318377 -1.936515 1.180381 0.63 -0.17 1.16
H -0.605316 1.145244 1.107557 1.01 -0.32 -0.11
```
Positions in Å, forces in eV/Å.

Energy relative to the best compared isomer or geometry (same formula, charge and spin) ... 3.441 eV
Energy ... -487.57531 a.u.
<S²> ... 2.014
HOMO-LUMO gap (alpha / beta) ... 8.0 / 8.7 eV
Multiplicity ... 3

C2H2N2OP | ωB97M-V with the def2-TZVPD basis set

Structure (XYZ):
```
8
Properties=species:S:1:pos:R:3:forces:R:3
C -0.514718 0.729573 0.013890 0.36 -0.67 0.06
C -0.634879 -0.737470 -0.020368 -1.46 -0.66 0.00
N -1.546102 1.429424 0.012081 -2.23 0.62 0.03
N -2.785110 0.359520 -0.002865 0.99 2.43 0.04
O -3.867133 0.782633 -0.014977 0.99 -0.37 0.00
P -2.214100 -1.342809 0.012546 1.30 -1.34 -0.09
H 0.460227 1.196004 0.070828 0.01 0.28 -0.09
H 0.263602 -1.329684 -0.070413 0.04 -0.29 0.06
```
Positions in Å, forces in eV/Å.

Energy relative to the best compared isomer or geometry (same formula, charge and spin) ... 2.054 eV
Energy ... -603.07014 a.u.
Charge ... +1
Structure (SMILES) ... O=[N+]1N=CC=P1
HOMO-LUMO gap (alpha / beta) ... 7.6 / 7.6 eV

C2H2N2OS | ωB97M-V with the def2-TZVPD basis set

Structure (XYZ):
```
8
Properties=species:S:1:pos:R:3:forces:R:3
C 0.908406 0.846008 0.113176 2.54 -0.33 3.19
C -0.863063 -0.315185 -0.854563 0.11 0.19 0.50
N 1.756311 0.924813 0.929977 -3.75 -0.15 -3.82
N 0.109013 0.497669 -0.800150 -1.37 -0.14 -2.20
O -1.231221 -1.073075 0.211686 -1.22 -1.11 -0.79
S 2.640698 1.148443 2.144512 2.66 0.52 3.03
H -1.372030 -0.241224 -1.810471 -0.63 -0.95 0.27
H -1.948114 -1.787448 0.065833 1.67 1.97 -0.19
```
Positions in Å, forces in eV/Å.

Energy relative to the best compared isomer or geometry (same formula, charge and spin) ... 2.614 eV
Energy ... -660.25162 a.u.
HOMO-LUMO gap ... 7.4 eV

C2H2N2OS | ωB97M-V with the def2-TZVPD basis set

Structure (XYZ):
```
8
Properties=species:S:1:pos:R:3:forces:R:3
C -0.058627 1.467730 0.048216 -1.57 -0.85 0.86
C 1.261822 -0.988967 -0.546393 1.90 -0.58 3.18
N -1.271889 -0.445715 0.771817 -1.64 -2.84 -0.05
N -0.852618 0.597211 0.364212 2.93 3.59 -1.37
O 0.897676 -1.160812 -1.593193 -1.58 0.00 -3.58
S 1.868934 -1.003931 0.888063 0.30 0.18 0.41
H -0.198693 2.535686 0.101232 -0.23 0.01 -0.28
H -1.646605 -1.001202 -0.033954 -0.12 0.50 0.82
```
Positions in Å, forces in eV/Å.

Energy relative to the best compared isomer or geometry (same formula, charge and spin) ... 2.848 eV
Energy ... -660.24304 a.u.
HOMO-LUMO gap ... 9.7 eV

Question: Which of these has the highest energy relative to the best compared isomer or geometry (same formula, charge and spin)?
Answer: number 2